# 1
# C4H7N3S2

An isolated molecule of C4H7N3S2 in a non-equilibrium geometry (ωB97M-V/def2-TZVPD, the OMol25 dataset).

Each line ends with the natural charge from an NBO analysis.
Cartesian coordinates (Å):
C (0.081, 0.889, -0.149)  0.08
C (-0.390, 2.083, -0.819)  0.01
C (-0.001, -1.601, 0.022)  -0.61
C (-0.757, -0.292, 0.155)  -0.33
N (1.337, 1.012, 0.164)  -0.17
N (0.709, 2.894, -0.812)  -0.39
N (1.782, 2.166, -0.308)  -0.22
S (-1.850, 2.432, -1.477)  -0.19
S (-1.369, -0.067, 1.895)  -0.04
H (0.861, -1.596, 0.683)  0.22
H (0.343, -1.724, -1.003)  0.21
H (-0.644, -2.439, 0.280)  0.22
H (-1.644, -0.255, -0.482)  0.26
H (0.833, 3.732, -1.355)  0.43
H (2.515, 2.643, 0.202)  0.40
H (-2.348, -0.962, 1.797)  0.12

As for the charge: 0. For the LUMO energy, the calculation gives 0.3 eV. The energy is -1117.21469 hartree. The SMILES is C[C@@H](S)c1n[nH][nH]c1=S. For the energy above the lowest of the compared OMol25 structures with the same formula, charge and spin, the calculation gives 23.8 kcal/mol. As for the HOMO-LUMO gap: 0.3099 hartree. The HOMO energy comes out at -8.1799 eV.

# 2
# C4H7N4O

The ion C4H7N4O with charge +1 in a non-equilibrium geometry (ωB97M-V/def2-TZVPD, the OMol25 dataset).

Each line ends with the natural charge from an NBO analysis.
Cartesian coordinates (Å):
C (-1.793, 0.932, -0.789)  0.34
C (-0.245, 0.032, 0.500)  0.58
C (-1.877, -1.306, -0.172)  0.30
C (2.041, 0.851, 0.011)  -0.45
N (-0.756, 1.078, -0.026)  -0.45
N (-2.171, -0.364, -1.064)  -0.59
N (-0.982, -1.100, 0.791)  -0.58
N (1.096, -0.107, 0.458)  -0.05
O (1.587, -1.110, 1.246)  -0.51
H (-2.369, 1.894, -1.109)  0.26
H (1.702, 1.829, 0.359)  0.25
H (2.060, 0.801, -1.090)  0.23
H (3.001, 0.572, 0.429)  0.25
H (-2.689, -0.631, -1.906)  0.46
H (2.251, -1.548, 0.780)  0.49
H (-0.855, -1.822, 1.582)  0.49

As for the charge: +1. For the LUMO energy (spin up / spin down), the calculation gives -4.6 / -4.6 eV. The energy is -450.50731 hartree. For the energy above the lowest of the compared OMol25 structures with the same formula, charge and spin, the calculation gives 63.4 kcal/mol. As for the HOMO-LUMO gap (spin up / spin down): 0.3143 / 0.3142 hartree. The HOMO energy (spin up / spin down) comes out at -13.2013 / -13.2009 eV.

# 3
# C4H7N4O

The ion C4H7N4O with charge +1 in a non-equilibrium geometry (ωB97M-V/def2-TZVPD, the OMol25 dataset).

Each line ends with the natural charge from an NBO analysis.
Cartesian coordinates (Å):
C (0.645, -0.863, -0.288)  0.48
C (1.584, 1.443, -0.448)  0.35
C (0.538, 0.526, 0.083)  -0.07
C (-0.660, 1.071, 0.746)  -0.71
N (2.895, 0.123, 1.102)  0.13
N (2.925, -0.788, 0.402)  0.10
N (1.897, -1.430, -0.100)  -0.38
N (-0.368, -1.628, -0.781)  -0.71
O (2.549, 1.163, -1.143)  -0.49
H (1.233, 2.541, -0.209)  0.16
H (-1.038, 0.396, 1.569)  0.26
H (-1.358, 1.494, -0.028)  0.27
H (-0.440, 2.036, 1.185)  0.28
H (1.938, -2.421, -0.279)  0.43
H (-1.272, -1.198, -0.694)  0.44
H (-0.259, -2.679, -0.863)  0.44

As for the charge: +1. For the LUMO energy (spin up / spin down), the calculation gives -6.7 / -5.2 eV. The energy is -450.46291 hartree. The SMILES is C/C(C=O)=C(\N)N[N+]#N. For the energy above the lowest of the compared OMol25 structures with the same formula, charge and spin, the calculation gives 91.3 kcal/mol. As for the HOMO-LUMO gap (spin up / spin down): 0.2513 / 0.3232 hartree. The HOMO energy (spin up / spin down) comes out at -13.5493 / -14.0212 eV.

# 4
# C4H7N4O2

The ion C4H7N4O2 with charge +1 in a non-equilibrium geometry (ωB97M-V/def2-TZVPD, the OMol25 dataset).

Each line ends with the natural charge from an NBO analysis.
Cartesian coordinates (Å):
C (-0.308, 0.518, 0.668)  0.45
C (0.348, -0.629, -1.851)  0.67
C (-1.152, -0.334, -1.502)  -0.35
C (0.790, -0.493, 0.555)  0.36
N (-1.283, 0.494, -0.299)  -0.54
N (1.158, -0.602, -0.795)  -0.63
N (1.426, -1.112, 1.431)  -0.55
N (-0.481, 1.362, 1.679)  -0.17
O (0.766, -0.889, -2.950)  -0.51
O (0.392, 1.718, 2.647)  -0.46
H (-1.592, 0.206, -2.503)  0.29
H (-1.600, -1.392, -1.393)  0.26
H (1.074, 1.076, 2.748)  0.51
H (-2.264, 0.850, -0.058)  0.45
H (2.043, -0.930, -1.046)  0.44
H (1.892, -1.890, 1.037)  0.38
H (-1.208, 2.047, 1.631)  0.42

As for the charge: +1. For the LUMO energy, the calculation gives -5.2 eV. The energy is -525.78987 hartree. The SMILES is [H]/N=C1\NC(=O)CN\C1=[NH+]\O. For the energy above the lowest of the compared OMol25 structures with the same formula, charge and spin, the calculation gives 9.0 kcal/mol. As for the HOMO-LUMO gap: 0.3377 hartree. The HOMO energy comes out at -14.3441 eV.

# 5
# C4H7N5

A cluster of 2 separate species, C4H7N5 in total in a non-equilibrium geometry (ωB97M-V/def2-TZVPD, the OMol25 dataset).

Each line ends with the natural charge from an NBO analysis.
Cartesian coordinates (Å):
C (1.001, 0.078, 0.444)  0.32
C (0.190, -0.806, -0.701)  -0.36
C (-1.201, -0.588, -0.975)  -0.07
C (-0.214, 1.915, -0.264)  0.29
H (2.814, -2.108, 1.786)  0.39
H (1.243, -2.226, 0.873)  0.37
H (0.559, -1.238, -1.659)  0.23
H (-1.876, -0.713, -1.997)  0.25
H (-1.447, -0.336, 1.118)  0.39
H (-2.305, 2.087, -1.052)  0.24
H (-0.157, 2.918, -0.599)  0.18
N (2.135, -1.661, 1.117)  -0.71
N (1.985, -0.249, 1.102)  -0.21
N (-1.818, 0.157, 0.280)  -0.49
N (-1.649, 1.425, 0.151)  -0.35
N (0.739, 1.344, 0.375)  -0.47

As for the charge: 0. For the LUMO energy, the calculation gives 0.0 eV. The energy is -430.06893 hartree. For the energy above the lowest of the compared OMol25 structures with the same formula, charge and spin, the calculation gives 246.9 kcal/mol. As for the HOMO-LUMO gap: 0.2873 hartree. The HOMO energy comes out at -7.7915 eV.

# 6
# C4H7N5

An isolated molecule of C4H7N5 in a non-equilibrium geometry (ωB97M-V/def2-TZVPD, the OMol25 dataset).

Each line ends with the natural charge from an NBO analysis.
Cartesian coordinates (Å):
C (0.604, 0.039, -1.162)  0.40
C (-0.645, -1.874, -1.079)  0.29
C (-0.697, -0.540, 0.772)  0.40
C (0.271, 0.314, 0.161)  -0.08
H (1.246, 0.685, -2.861)  0.40
H (1.316, 1.839, -1.499)  0.40
H (-0.970, -2.849, -1.536)  0.18
H (-0.754, 0.450, 2.595)  0.39
H (-1.790, -0.818, 2.599)  0.42
H (1.394, 1.386, 1.591)  0.37
H (-0.047, 1.938, 1.179)  0.35
N (1.438, 0.900, -1.833)  -0.80
N (0.059, -1.025, -1.804)  -0.55
N (-1.012, -1.687, 0.123)  -0.54
N (-1.177, -0.275, 1.981)  -0.79
N (0.765, 1.515, 0.772)  -0.84

As for the charge: 0. For the LUMO energy, the calculation gives 0.6 eV. The energy is -430.42042 hartree. The SMILES is Nc1ncnc(N)c1N. For the energy above the lowest of the compared OMol25 structures with the same formula, charge and spin, the calculation gives 26.3 kcal/mol. As for the HOMO-LUMO gap: 0.3348 hartree. The HOMO energy comes out at -8.4954 eV.

# 7
# C4H7N5O2

An isolated molecule of C4H7N5O2 in a non-equilibrium geometry (ωB97M-V/def2-TZVPD, the OMol25 dataset).

Each line ends with the natural charge from an NBO analysis.
Cartesian coordinates (Å):
C (2.194, 0.403, -0.079)  0.03
C (2.230, -2.368, -0.043)  0.54
C (1.640, -0.934, 1.971)  0.77
C (-0.171, 0.127, -0.431)  0.61
N (2.065, 0.165, 1.270)  -0.70
N (1.526, -2.081, 1.161)  -0.75
N (-1.007, -0.623, -1.151)  -0.78
N (-0.672, 0.891, 0.577)  -0.78
N (1.077, 0.212, -0.829)  -0.59
O (1.800, -3.123, -0.870)  -0.60
O (1.322, -0.975, 3.133)  -0.63
H (2.450, 0.748, 1.946)  0.41
H (1.174, -2.970, 1.599)  0.42
H (-1.932, -0.743, -0.812)  0.40
H (-0.511, -1.422, -1.442)  0.41
H (-1.401, 0.529, 1.166)  0.40
H (-0.006, 1.447, 1.012)  0.41
H (1.129, -0.073, -1.783)  0.42

As for the charge: 0. For the LUMO energy (spin up / spin down), the calculation gives -0.4 / 0.1 eV. The energy is -580.73958 hartree. For the energy above the lowest of the compared OMol25 structures with the same formula, charge and spin, the calculation gives 75.1 kcal/mol. As for the HOMO-LUMO gap (spin up / spin down): 0.2091 / 0.2808 hartree. The HOMO energy (spin up / spin down) comes out at -6.1064 / -7.4938 eV.

# 8
# C4H7N6O2

The ion C4H7N6O2 with charge +1 in a non-equilibrium geometry (ωB97M-V/def2-TZVPD, the OMol25 dataset).

Each line ends with the natural charge from an NBO analysis.
Cartesian coordinates (Å):
C (-1.529, 1.654, 1.642)  0.22
C (-0.869, 0.411, 0.032)  0.61
C (3.221, -0.444, 1.341)  0.83
C (-0.168, -0.592, -2.165)  -0.43
N (-1.310, 0.305, 1.333)  -0.53
N (-1.345, 2.466, 0.660)  -0.19
N (-0.953, 1.705, -0.389)  -0.36
N (-0.447, -0.654, -0.645)  -0.26
N (0.104, -1.657, 0.085)  -0.19
N (2.175, -0.506, 0.706)  -0.34
O (1.526, -1.660, 0.141)  -0.23
O (3.968, 0.148, 2.008)  -0.40
H (-1.873, 1.830, 2.608)  0.24
H (-0.050, -2.652, -0.290)  0.41
H (-1.034, -0.154, -2.656)  0.23
H (0.757, 0.019, -2.283)  0.23
H (0.000, -1.599, -2.475)  0.24
H (-0.764, 2.028, -1.330)  0.45
H (-1.410, -0.648, 1.677)  0.48

As for the charge: +1. For the LUMO energy, the calculation gives -3.4 eV. The energy is -635.19882 hartree. The SMILES is C/[N+](NON=C=O)=c1/[nH]cn[nH]1. For the energy above the lowest of the compared OMol25 structures with the same formula, charge and spin, the calculation gives 90.2 kcal/mol. As for the HOMO-LUMO gap: 0.3656 hartree. The HOMO energy comes out at -13.3549 eV.

# 9
# C4H7NO

An isolated molecule of C4H7NO (ωB97M-V/def2-TZVPD, the OMol25 dataset).

Each line ends with the natural charge from an NBO analysis.
Cartesian coordinates (Å):
C (0.594, -0.913, 0.468)  -0.48
C (-0.855, -0.979, -0.038)  -0.07
O (-1.548, 0.241, 0.245)  -0.48
C (-0.910, 1.349, -0.191)  0.29
N (0.347, 1.355, -0.495)  -0.58
C (1.245, 0.313, -0.101)  -0.32
H (0.566, -0.893, 1.565)  0.21
H (1.129, -1.826, 0.179)  0.22
H (-0.874, -1.155, -1.120)  0.17
H (-1.437, -1.759, 0.457)  0.20
H (-1.529, 2.235, -0.256)  0.18
H (1.193, 1.800, 0.077)  0.46
H (2.080, 0.233, -0.790)  0.20

As for the charge: 0. For the LUMO energy (spin up / spin down), the calculation gives 1.0 / 1.0 eV. The energy is -286.46603 hartree. For the energy above the lowest of the compared OMol25 structures with the same formula, charge and spin, the calculation gives 103.9 kcal/mol. As for the HOMO-LUMO gap (spin up / spin down): 0.2893 / 0.2892 hartree. The HOMO energy (spin up / spin down) comes out at -6.8883 / -6.8875 eV.

# 10
# C4H7NO

An isolated molecule of C4H7NO in a non-equilibrium geometry (ωB97M-V/def2-TZVPD, the OMol25 dataset).

Each line ends with the natural charge from an NBO analysis.
Cartesian coordinates (Å):
C (1.406, 0.330, 0.477)  0.00
O (0.947, -0.752, -0.183)  -0.51
C (-0.362, -0.521, -0.696)  -0.01
C (-1.438, -0.718, 0.366)  -0.64
C (-0.412, 0.936, -1.219)  0.13
N (0.514, 1.534, -0.584)  -0.61
H (0.983, 0.518, 1.476)  0.15
H (1.272, 2.157, -0.499)  0.44
H (2.517, 0.306, 0.507)  0.18
H (-0.476, -1.239, -1.513)  0.21
H (-1.352, -1.715, 0.809)  0.22
H (-1.338, 0.031, 1.159)  0.21
H (-2.429, -0.608, -0.081)  0.23

As for the charge: 0. For the LUMO energy, the calculation gives 0.9 eV. The energy is -286.47217 hartree. For the energy above the lowest of the compared OMol25 structures with the same formula, charge and spin, the calculation gives 100.1 kcal/mol. As for the HOMO-LUMO gap: 0.3382 hartree. The HOMO energy comes out at -8.2790 eV.